The following is a quantum chemistry calculation of a structure of composition C39H35BrF4GeN5OSr in a non-equilibrium geometry, from OMol25.

Last column: Mulliken charge in e.
Atoms and positions in Å:
Sr: -0.4731 -1.0182 0.0446  0.99
C: -1.9975 -5.3049 2.0465  -1.47
C: -1.5807 -4.0241 1.3249  -0.35
N: -0.4642 -3.2599 1.8833  1.66
C: 0.8074 -4.0084 1.8901  -1.09
C: 1.6725 -3.7411 0.6726  -0.28
C: -0.7899 -2.6327 3.1829  -1.79
C: -1.0083 -1.1299 3.0409  -0.10
N: 0.0755 -0.5266 2.3178  0.50
C: 0.9881 0.3126 2.8380  -0.59
C: 2.2354 0.4603 2.1747  0.57
F: 2.4382 -0.2891 1.0554  -0.28
C: 3.2233 1.3209 2.5845  0.18
F: 4.3542 1.3839 1.8598  -0.34
C: 3.0868 2.0993 3.7225  -0.69
C: 1.8812 1.9819 4.3895  0.22
F: 1.6680 2.7209 5.4897  -0.33
C: 0.8633 1.1528 3.9626  0.15
F: -0.3179 1.1785 4.6282  -0.37
H: -2.9661 -5.6465 1.6827  0.48
H: -2.0860 -5.1468 3.1208  0.33
H: -1.2890 -6.1146 1.8810  0.32
H: -2.4494 -3.3493 1.2883  0.29
H: -1.3202 -4.2793 0.2916  -0.27
H: 0.6150 -5.0830 1.9691  0.34
H: 1.3673 -3.7214 2.7775  0.48
H: 1.2320 -4.1473 -0.2382  -0.24
H: 2.6558 -4.1972 0.7898  0.61
H: 1.8471 -2.6593 0.5458  -0.08
H: 0.0270 -2.8011 3.8825  0.53
H: -1.6841 -3.0957 3.6140  0.31
H: -1.1914 -0.6977 4.0311  0.84
H: -1.9564 -1.0205 2.4585  -0.43
H: 3.8676 2.7568 4.0666  0.57
Br: 5.2870 6.5009 0.7937  -0.16
C: 3.6589 6.3641 -0.1272  0.03
C: 2.6228 5.6194 0.4300  -0.65
C: 1.4298 5.4953 -0.2574  0.08
C: 1.2758 6.1236 -1.4853  0.11
C: 2.2826 6.9177 -2.0015  -0.38
C: 3.4965 7.0224 -1.3349  -0.45
N: 0.0256 6.1274 -2.2515  -0.63
N: -0.6904 5.1312 -2.2729  -0.27
C: -0.1597 3.8480 -1.8098  -0.06
C: 0.9741 3.3350 -2.3513  0.01
C: 1.3245 1.9962 -2.1014  -0.22
C: 0.5927 1.1883 -1.2907  -0.08
O: 1.0152 -0.2053 -1.2287  -0.96
C: -0.6347 1.7373 -0.6584  0.60
N: -1.4355 1.0255 0.2503  -0.13
C: -2.5542 1.5295 0.6869  -0.54
C: -3.0312 2.7987 0.2920  -1.60
C: -2.2300 3.5585 -0.4959  -1.01
C: -0.9891 3.0542 -0.9856  1.24
H: 2.7519 5.1431 1.3912  0.54
H: 0.6180 4.9422 0.1976  0.42
H: 2.1137 7.4409 -2.9334  0.44
H: 4.3006 7.6173 -1.7424  0.44
H: 1.5871 3.9351 -3.0092  0.53
H: 2.2074 1.5756 -2.5639  0.56
H: -3.1101 0.9246 1.3952  0.55
H: -3.9880 3.1527 0.6430  0.49
H: -2.5227 4.5593 -0.7841  0.59
Ge: -0.0405 -1.0468 -2.6576  0.44
C: -1.8905 -0.6273 -1.9987  0.89
C: -2.5822 0.3303 -2.7404  -1.13
C: -3.9514 0.5003 -2.5706  -0.96
C: -4.6612 -0.3220 -1.7132  -0.74
C: -4.0103 -1.3223 -1.0029  -1.30
C: -2.6459 -1.4825 -1.1399  1.93
C: 0.3714 -2.9246 -2.5964  0.74
C: -0.5394 -3.9198 -2.2365  -0.05
C: -0.1497 -5.2513 -2.2138  -0.58
C: 1.1391 -5.6077 -2.5725  -0.56
C: 2.0410 -4.6345 -2.9822  -0.69
C: 1.6615 -3.3049 -2.9949  -0.98
H: 0.2668 -0.2155 -3.9079  0.05
H: -2.0614 0.9705 -3.4471  0.41
H: -4.4712 1.2666 -3.1286  0.48
H: -5.7307 -0.2051 -1.6138  0.46
H: -4.5726 -1.9921 -0.3669  0.54
H: -2.1357 -2.3188 -0.6455  -0.37
H: -1.5776 -3.6896 -2.0345  0.59
H: -0.8610 -6.0132 -1.9227  0.43
H: 1.4381 -6.6470 -2.5545  0.41
H: 3.0357 -4.9134 -3.2993  0.44
H: 2.3777 -2.5615 -3.3232  0.37

Output
HOMO = -0.3276 Ha
Spin multiplicity = 1
Net charge = +1
Frontier orbital gap = 5.58 eV

=====

The following is a quantum chemistry calculation of a structure of composition C39H36BrF3N6O13STi in a non-equilibrium geometry, from OMol25.

Last column: Mulliken charge in e.
Atoms and positions in Å:
Ti: 0.7131 -0.2275 1.4442  -0.09
N: 2.6364 2.6829 3.2701  -0.71
N: 2.5546 1.6166 4.2036  -0.20
C: 1.8701 0.4520 3.9049  0.23
O: 2.1506 -0.5908 4.4430  -0.62
O: 0.8642 0.6570 3.0308  -0.12
H: 1.6884 2.9579 3.0524  0.42
H: 3.0184 2.3260 2.4012  0.25
H: 3.4180 1.4461 4.6845  0.27
O: -3.4348 -3.6727 -3.9864  -0.53
C: -3.6620 -2.4121 -3.5362  0.40
O: -4.7456 -1.9277 -3.6968  -0.59
C: -2.5227 -1.7355 -2.8600  0.63
C: -2.7959 -0.6999 -1.9737  -0.99
C: -1.7780 -0.0745 -1.2802  -0.29
C: -0.4370 -0.4393 -1.4572  1.02
C: -0.1648 -1.4242 -2.4152  -0.98
C: -1.1896 -2.0819 -3.0711  -1.29
N: 0.5668 0.2488 -0.7397  2.77
C: 1.6548 0.5593 -1.5263  -1.96
C: 2.5931 1.6117 -1.3240  0.43
C: 3.6160 1.7991 -2.2857  -0.91
C: 4.5080 2.8299 -2.1442  -0.49
C: 4.3730 3.7032 -1.0598  -1.11
C: 3.3390 3.4656 -0.1696  -0.39
N: 2.4781 2.4543 -0.2667  0.40
H: -2.5754 -3.9745 -3.6736  0.37
H: -3.8278 -0.4005 -1.8311  0.50
H: -2.0056 0.7187 -0.5799  -0.22
H: 0.8610 -1.7278 -2.5850  0.48
H: -0.9280 -2.8489 -3.7949  0.40
H: 1.7371 0.0771 -2.4915  0.13
H: 3.6935 1.1014 -3.1125  0.47
H: 5.3068 2.9679 -2.8633  0.44
H: 5.0530 4.5329 -0.9094  0.44
H: 3.1852 4.1404 0.6709  0.43
F: 5.1646 -0.8669 2.4717  -0.24
C: 4.4471 -1.8301 1.8700  0.42
F: 3.7834 -2.4904 2.7950  -0.13
F: 5.2954 -2.6835 1.2782  -0.24
S: 3.4812 -1.0143 0.5084  1.46
O: 2.6815 -2.0179 -0.1432  -0.68
O: 4.5635 -0.4745 -0.2561  -0.64
O: 2.6630 0.0192 1.2390  -0.53
C: 0.1266 5.9700 -3.5135  -1.07
C: -1.3311 5.7178 -3.1416  -0.90
N: -1.4813 4.7045 -2.0993  0.33
C: -1.9242 3.3744 -2.5201  -0.94
C: -0.8774 2.6120 -3.3255  -0.61
C: -1.2972 5.1192 -0.8143  0.18
O: -1.0435 6.2892 -0.5449  -0.68
C: -1.3936 4.1067 0.2882  0.60
C: -2.2220 4.3382 1.3759  -0.44
C: -2.2488 3.4102 2.4007  -1.45
C: -1.4380 2.2908 2.3116  -0.46
N: -0.6047 2.0837 1.2886  0.54
C: -0.5882 2.9801 0.3051  -1.04
H: 0.1912 6.7430 -4.2841  0.40
H: 0.6031 5.0622 -3.8879  0.24
H: 0.6731 6.3122 -2.6338  0.30
H: -1.9029 5.3868 -4.0093  0.40
H: -1.7646 6.6444 -2.7715  0.49
H: -2.8278 3.4963 -3.1237  0.41
H: -2.1983 2.8002 -1.6415  0.32
H: -0.6850 3.0974 -4.2863  0.53
H: -1.2354 1.5977 -3.5202  0.20
H: 0.0648 2.5404 -2.7738  0.06
H: -2.8242 5.2386 1.4123  0.53
H: -2.8890 3.5478 3.2629  0.41
H: -1.4474 1.5294 3.0776  0.56
H: 0.1244 2.7911 -0.4847  0.51
Br: -1.7315 -4.6449 4.5490  -0.15
C: -0.1762 -5.0283 3.5386  0.00
C: 0.1230 -6.3842 3.4341  -0.64
C: 1.2026 -6.8140 2.6841  -0.47
C: 1.9741 -5.8909 1.9966  -1.42
C: 1.6730 -4.5446 2.0937  -0.29
C: 0.6223 -4.0739 2.8875  0.14
C: 0.4075 -2.5736 2.9264  0.22
O: -0.4580 -2.0734 3.5956  -0.56
O: 1.2105 -1.8897 2.1131  1.60
H: -0.5095 -7.0956 3.9482  0.42
H: 1.4332 -7.8723 2.6329  0.40
H: 2.8077 -6.2158 1.3843  0.43
H: 2.2406 -3.8183 1.5318  0.52
O: -0.6178 -2.9377 -0.0835  0.42
C: -1.8761 -3.2830 0.2271  1.28
C: -2.3946 -4.5072 -0.1924  -0.93
C: -3.7020 -4.8525 0.0946  -0.73
C: -4.5114 -3.9744 0.8029  -0.85
C: -3.9899 -2.7638 1.2201  -1.49
C: -2.6734 -2.3941 0.9566  0.00
C: -2.2682 -1.0404 1.4787  0.02
O: -3.1027 -0.3108 1.9463  -0.70
O: -0.9932 -0.6219 1.3960  1.88
H: -0.1660 -3.6395 -0.5586  0.16
H: -1.7539 -5.1850 -0.7497  0.57
H: -4.0887 -5.8084 -0.2400  0.45
H: -5.5368 -4.2390 1.0288  0.42
H: -4.5952 -2.0598 1.7760  0.49

Output
HOMO (alpha / beta) = -0.1404 / -0.2244 Ha
Spin multiplicity = 2
<S²> = 0.772
Net charge = -1
Frontier orbital gap (alpha / beta) = 5.84 / 8.10 eV

=====

The following is a quantum chemistry calculation of a structure of composition C39H36Cl3N4O4OsS3 in a non-equilibrium geometry, from OMol25.

Last column: Mulliken charge in e.
Atoms and positions in Å:
Os: -0.3265 -0.1330 -0.1686  3.45
C: -0.7678 -1.6868 -2.7736  -1.05
N: -0.8594 -1.9465 -1.3029  -0.11
C: 0.1350 -2.9452 -0.8246  -0.85
C: 0.0316 -2.8737 0.6882  -0.89
N: 0.6181 -1.5867 1.1298  -0.22
C: 0.3780 -1.3595 2.5751  -1.00
C: 2.0808 -1.7089 0.9102  -0.30
C: 2.8065 -2.6356 1.6538  -0.83
C: 4.1628 -2.7939 1.4331  -0.93
C: 4.8061 -2.0276 0.4651  -0.75
C: 4.0833 -1.1238 -0.2900  -0.70
C: 2.7136 -0.9730 -0.0687  1.09
S: 1.7798 0.1683 -0.9850  -0.61
C: -2.2097 -2.4818 -1.0282  -0.68
C: -2.6157 -3.7009 -1.5494  -0.82
C: -3.9025 -4.1598 -1.3100  -0.96
C: -4.7958 -3.3953 -0.5652  -0.72
C: -4.3925 -2.1792 -0.0490  -0.79
C: -3.0869 -1.7301 -0.2665  1.60
S: -2.5313 -0.2535 0.4590  -0.72
H: -0.9273 -2.6144 -3.3243  0.46
H: 0.2169 -1.2839 -2.9965  0.33
H: -1.5309 -0.9664 -3.0513  0.34
H: 1.1134 -2.6488 -1.1964  0.74
H: -0.0593 -3.9566 -1.1791  0.44
H: 0.4962 -3.7332 1.1760  0.56
H: -1.0196 -2.8613 0.9783  0.73
H: 0.8787 -2.1199 3.1740  0.54
H: -0.6829 -1.4133 2.7775  0.40
H: 0.7531 -0.3766 2.8501  0.23
H: 2.3216 -3.2415 2.4083  0.31
H: 4.7173 -3.5170 2.0152  0.43
H: 5.8698 -2.1381 0.3023  0.43
H: 4.5645 -0.5222 -1.0510  0.50
H: -1.9531 -4.2984 -2.1620  0.42
H: -4.2090 -5.1140 -1.7172  0.43
H: -5.8008 -3.7522 -0.3858  0.43
H: -5.0692 -1.5694 0.5367  0.52
O: -0.3918 4.2996 4.0599  -0.70
C: -1.1292 3.1898 4.1308  0.00
C: -1.9765 3.0621 5.2353  -0.74
C: -2.7687 1.9470 5.3871  -0.42
C: -2.7289 0.9168 4.4459  -1.35
C: -1.8911 1.0469 3.3602  1.39
C: -1.0832 2.1635 3.1591  0.39
C: -0.2237 2.3549 1.9646  0.68
O: 0.4236 3.3987 1.8624  -0.85
O: -0.0721 1.4837 0.9966  -0.50
H: 0.1160 4.2349 3.2155  0.38
H: -1.9863 3.8669 5.9579  0.49
H: -3.4287 1.8744 6.2424  0.38
H: -3.3460 0.0361 4.5661  0.46
H: -1.8597 0.2713 2.6241  -0.46
Cl: -1.2329 8.9790 0.5991  -0.21
C: -0.6535 7.8028 -0.5307  0.29
C: -0.6934 6.4602 -0.2044  -1.32
C: -0.1901 5.5370 -1.1045  0.55
C: 0.3452 5.9205 -2.3342  -0.33
C: 0.8917 4.9037 -3.3071  -0.16
C: -0.1741 3.9844 -3.9017  -1.79
N: -0.7677 3.0184 -2.9735  0.23
C: -2.0504 3.0347 -2.4952  -0.83
C: -2.1553 1.9874 -1.6450  -0.55
N: -0.9384 1.3036 -1.6008  0.58
C: -0.1263 1.9994 -2.3974  -0.75
O: 1.9248 4.0375 -2.8372  -0.36
C: 2.7488 4.3719 -1.7134  0.07
C: 3.4493 5.6884 -1.8496  -0.20
C: 3.6073 6.6002 -0.8525  0.87
Cl: 3.0810 6.4416 0.7719  -0.19
S: 4.4546 7.9971 -1.3563  -0.19
C: 4.6268 7.3715 -2.9377  -0.37
C: 4.0606 6.1443 -3.0605  -1.08
C: 0.3317 7.2825 -2.6375  0.98
Cl: 0.8917 7.8786 -4.1772  -0.22
C: -0.1495 8.2256 -1.7468  -0.76
H: -1.0834 6.1401 0.7488  0.52
H: -0.1826 4.4950 -0.8063  0.22
H: 1.2659 5.4419 -4.1802  0.82
H: 0.2847 3.4244 -4.7149  0.39
H: -0.9862 4.5870 -4.3028  0.41
H: -2.7670 3.7769 -2.8026  0.43
H: -3.0171 1.6651 -1.0968  0.78
H: 0.8974 1.7754 -2.6241  0.71
H: 3.4878 3.5688 -1.7096  0.50
H: 2.1964 4.3173 -0.7725  0.04
H: 5.1406 7.9460 -3.6918  0.46
H: 4.0631 5.5707 -3.9779  0.42
H: -0.1314 9.2755 -2.0021  0.46

Output
HOMO (alpha / beta) = -0.3803 / -0.3800 Ha
Spin multiplicity = 1
Net charge = +1
Frontier orbital gap (alpha / beta) = 5.28 / 5.04 eV

=====

Relative energy (zero: lowest compared OMol25 entry of this formula, charge and spin) list, top to bottom, in eV: 4.586, 1.780, 0.262